This record from OMol25 describes a molecular structure, C38H80MgO23S10. The level of theory is ωB97M-V/def2-TZVPD.

The geometry in XYZ format:
```
152
Properties=species:S:1:pos:R:3:forces:R:3
Mg 13.30540 -3.36901 30.64617 0.2 0.0 -0.5
C 11.28882 -1.56556 27.58928 1.6 -1.8 1.5
C 11.86170 -2.16820 28.72994 -2.0 1.5 0.1
C 11.06555 -2.04172 30.12316 -0.2 0.3 -1.6
O 11.70947 -2.43815 31.13039 -1.5 0.6 0.1
C 9.76876 -1.52042 30.06121 1.5 -0.6 1.2
C 9.22459 -0.96782 28.90150 -1.9 -0.1 -0.2
C 10.00865 -1.03252 27.60749 0.1 1.7 -2.3
O 9.61420 -0.50335 26.53537 -0.8 -0.3 1.2
O 8.06963 -0.50934 28.89900 0.4 0.2 -0.4
O 12.97763 -2.71587 28.81073 0.7 -0.4 -0.7
H 11.79553 -1.58834 26.63225 0.1 0.0 0.1
H 9.16747 -1.48628 30.96230 0.0 0.1 0.0
C 10.56866 -1.75033 22.99460 -0.8 0.4 0.0
C 9.85300 -3.05477 23.20322 0.2 -1.0 0.3
C 8.68267 -3.07304 24.18286 0.3 0.4 1.2
O 7.63250 -3.80382 23.55809 0.8 0.0 -0.3
C 8.01547 -4.06944 22.28165 -0.9 0.4 -0.2
O 7.31677 -4.57586 21.46853 0.0 -0.4 0.0
O 9.24325 -3.59582 22.01960 0.6 0.4 -0.1
H 11.51059 -1.90140 22.47306 -0.1 0.2 -0.3
H 10.77288 -1.25472 23.94729 0.0 -0.3 0.2
H 9.86607 -1.08382 22.48601 0.4 0.1 -0.3
H 10.61685 -3.78238 23.50187 -0.2 -0.2 0.1
H 8.34270 -2.08723 24.50606 -0.1 0.1 -0.4
H 8.98861 -3.56324 25.10943 -0.2 -0.2 0.0
C 7.52181 1.94312 25.72010 0.0 -0.7 0.3
C 6.41849 1.47041 26.65417 0.7 1.0 0.1
C 6.47074 2.14356 28.04095 0.4 -0.4 -0.3
O 5.29677 2.93738 28.10556 -0.1 0.1 0.3
C 4.51075 2.68462 27.04357 0.4 0.0 -0.4
O 3.38689 3.04717 26.94092 -0.3 0.2 -0.1
O 5.19953 2.00341 26.09470 -0.5 -0.8 0.5
H 8.50801 1.70412 26.11833 -0.1 0.0 0.2
H 7.39372 3.01635 25.58896 0.2 0.0 -0.2
H 7.44117 1.38447 24.78680 -0.1 0.3 -0.2
H 6.43606 0.39148 26.80573 -0.5 -0.1 -0.5
H 7.37854 2.74423 28.11245 -0.3 0.3 0.3
H 6.42378 1.40520 28.83738 0.2 0.0 0.0
C 7.25975 -4.01027 28.17882 1.0 -0.7 0.2
C 5.83364 -4.27152 28.58084 -0.4 1.2 -0.4
C 5.11655 -2.95104 28.93579 -1.0 -0.4 0.5
O 4.05169 -2.84428 27.98563 0.2 0.1 -0.1
C 4.05294 -3.90595 27.15918 -0.1 1.0 -1.0
O 3.29553 -4.00857 26.24260 0.2 -0.5 0.4
O 5.09128 -4.70756 27.42504 0.1 -0.9 0.2
H 7.86470 -3.64151 29.01241 -0.3 0.1 0.2
H 7.37846 -3.28950 27.36883 -0.4 0.0 0.0
H 7.75082 -4.94175 27.87685 -0.2 0.0 -0.2
H 5.70778 -4.99748 29.38304 0.2 -0.1 -0.1
H 5.77202 -2.08150 28.87273 -0.1 0.0 0.0
H 4.56066 -3.01462 29.87473 0.8 0.2 0.4
C 17.21166 -5.00834 28.93847 -0.5 -0.2 -0.1
S 16.42415 -4.49334 30.49603 0.1 -0.7 0.1
O 14.97945 -4.23673 30.19613 1.1 -0.8 -0.8
C 16.47891 -6.11063 31.34902 0.2 0.3 0.2
H 17.26035 -4.18839 28.22270 0.0 0.3 0.3
H 16.59653 -5.76273 28.44426 -0.1 -0.1 0.2
H 18.20146 -5.42101 29.12573 0.0 0.1 0.2
H 15.99270 -6.04895 32.32202 -0.1 0.5 -0.1
H 17.53259 -6.31119 31.54890 0.0 -0.2 -0.2
H 15.99090 -6.92477 30.81502 0.2 0.2 -0.4
C 12.63648 1.26703 25.56813 0.1 -0.1 0.0
S 12.20294 2.75139 24.62577 0.3 -0.2 -0.9
O 13.44040 3.09513 23.83484 -0.8 -0.2 0.6
C 11.04787 1.94466 23.45071 0.0 0.4 0.4
H 13.15399 1.57277 26.47793 0.1 0.2 -0.1
H 13.33422 0.72374 24.92902 -0.1 -0.1 0.0
H 11.78428 0.64909 25.86106 -0.2 0.2 -0.2
H 11.59119 1.32795 22.73715 0.2 -0.1 0.2
H 10.53981 2.73460 22.89902 0.1 0.1 0.0
H 10.29492 1.39398 24.01649 0.1 -0.1 0.0
C 15.23670 -4.51610 23.75971 0.4 0.1 0.2
S 15.14341 -4.45258 25.59437 0.4 0.8 -1.1
O 16.44963 -3.83184 25.99894 -0.2 -0.4 0.3
C 13.95073 -3.09198 25.65181 0.0 -0.4 0.1
H 15.77549 -5.39547 23.40951 -0.4 -0.3 0.3
H 15.88091 -3.69163 23.44832 -0.3 0.3 0.2
H 14.24463 -4.42307 23.32535 0.0 -0.2 -0.1
H 13.08994 -3.33422 25.02850 -0.1 0.0 0.0
H 14.46166 -2.20116 25.29032 0.0 0.0 -0.1
H 13.64497 -2.96994 26.69238 0.1 0.1 0.0
C 14.00482 0.54261 29.45573 0.2 0.1 0.2
S 14.93268 -0.38990 30.70162 -0.3 -0.3 -0.3
O 14.28301 -1.72242 30.92518 1.2 1.6 0.4
C 16.36701 -0.66809 29.64697 0.3 0.0 -0.2
H 13.02029 0.82454 29.82525 0.0 -0.3 0.2
H 13.91746 0.01901 28.50497 0.0 -0.2 0.1
H 14.59592 1.45532 29.35153 -0.1 0.0 -0.2
H 16.10392 -1.24450 28.75949 -0.2 -0.1 0.1
H 17.14831 -1.18095 30.20663 -0.2 -0.1 0.2
H 16.78666 0.28833 29.33280 -0.2 0.1 0.1
C 11.67248 -3.66510 34.28949 -0.2 -0.9 0.2
S 12.67987 -4.89257 33.38334 -0.8 0.7 0.9
O 13.45225 -4.08378 32.38286 0.8 -0.7 2.0
C 13.83410 -5.23263 34.74041 -0.1 0.0 -0.6
H 12.23854 -2.75689 34.47771 0.0 0.1 -0.4
H 11.38094 -4.07792 35.25830 0.1 -0.2 -0.1
H 10.75124 -3.53262 33.73030 0.2 0.4 -0.2
H 14.33260 -4.29027 34.95812 0.3 -0.1 0.0
H 14.48439 -6.01808 34.35785 0.3 0.2 0.1
H 13.34667 -5.62441 35.63071 -0.3 0.1 -0.1
C 10.38129 0.79939 33.44686 -0.2 0.0 0.0
S 9.39560 0.48202 34.95086 0.8 -0.7 0.7
O 9.79720 -0.82126 35.59637 -0.2 0.5 -0.9
C 10.26217 1.73336 35.95088 -0.9 1.4 -0.2
H 11.42837 0.53533 33.59163 0.0 0.1 0.2
H 10.23207 1.86724 33.27538 0.3 0.0 0.0
H 10.02453 0.28104 32.55611 -0.3 -0.2 0.3
H 9.68656 2.66937 35.95032 -0.2 -0.1 -0.4
H 11.22305 2.01278 35.52572 0.3 -0.5 0.3
H 10.23528 1.49038 37.00988 0.4 -0.7 -0.2
C 8.69212 -5.06109 32.40017 -0.3 0.3 0.6
S 7.19262 -4.07105 32.07825 -0.9 -0.6 -0.9
O 6.06403 -4.92271 32.60209 0.8 0.7 -0.1
C 7.41796 -2.60257 33.12077 0.5 -0.5 0.9
H 8.52682 -6.06694 32.01750 -0.4 0.1 -0.2
H 8.74770 -5.15853 33.48612 0.4 0.1 0.0
H 9.57437 -4.64224 31.91399 0.0 0.2 0.2
H 7.02936 -2.80971 34.11923 -0.1 -0.2 0.0
H 6.89336 -1.73348 32.73936 -0.2 -0.2 -0.4
H 8.48373 -2.38636 33.22874 0.0 0.0 -0.2
C 10.42159 2.54198 28.21135 -0.4 0.2 -0.5
S 10.45125 4.08382 29.12389 -0.3 -0.1 0.6
O 9.09909 4.72334 28.95776 0.9 -0.8 0.3
C 10.57256 3.30482 30.80893 -0.4 1.1 -0.9
H 10.26605 2.89135 27.18880 0.1 -0.3 -0.1
H 9.58007 1.91012 28.49858 0.0 0.0 0.1
H 11.35766 1.98814 28.27304 0.1 0.1 0.1
H 11.51818 2.77329 30.89068 0.0 -0.1 0.0
H 9.69778 2.68286 30.98393 0.0 -0.1 0.0
H 10.56984 4.18719 31.44782 0.0 -0.2 0.3
C 13.23020 -5.83136 28.06672 0.1 -0.9 0.0
S 12.07346 -6.16916 29.43185 0.3 0.7 -1.0
O 12.12239 -4.94462 30.31522 -0.6 -1.3 -0.4
C 10.50939 -6.02486 28.54181 -0.4 0.1 0.4
H 12.97430 -5.03294 27.37795 -0.3 0.3 0.5
H 13.36022 -6.74481 27.47984 -0.3 -0.1 0.1
H 14.18484 -5.65899 28.55872 -0.1 0.3 0.0
H 10.44498 -6.55332 27.59241 0.4 -0.2 0.1
H 10.28057 -4.97040 28.37789 0.2 0.1 0.1
H 9.77064 -6.43606 29.23087 -0.1 0.0 -0.1
C 3.20433 -0.35754 30.41969 -0.7 1.0 -0.2
S 3.94256 0.13194 32.03655 0.5 -1.1 -0.3
O 4.04722 -1.12009 32.85039 -0.1 0.3 0.0
C 5.62645 0.42809 31.46703 -0.2 0.1 -0.6
H 2.72754 -1.32926 30.52066 0.1 0.0 0.3
H 3.76159 -0.31412 29.48273 0.7 -0.1 0.4
H 2.43012 0.40061 30.26973 -0.2 -0.2 0.0
H 5.57169 1.25237 30.75435 0.2 0.1 0.1
H 5.99988 -0.45014 30.93919 -0.1 -0.1 0.0
H 6.27919 0.65828 32.30595 -0.2 0.1 0.1
```
Positions in Å, forces in eV/Å.

Its energy relative to the best compared isomer or geometry (same formula, charge and spin) is 0.00 kJ/mol. Its charge is 0. As for the total energy: -7408.2841 Ha. The value obtained for the highest occupied orbital energy is -8.09 eV. The multiplicity is 1.

Löwdin population analysis, charges in e, atoms 1 to 99:
1. Mg 0.3012
2. C -0.0013
3. C -0.3066
4. C -0.2881
5. O -0.0677
6. C 0.0090
7. C -0.3848
8. C -0.3662
9. O -0.0182
10. O 0.0171
11. O -0.0763
12. H 0.0882
13. H 0.0965
14. C -0.0233
15. C -0.3204
16. C -0.0981
17. O 0.0817
18. C -0.5690
19. O 0.1699
20. O 0.0907
21. H 0.0857
22. H 0.0688
23. H 0.1000
24. H 0.1395
25. H 0.1292
26. H 0.1239
27. C -0.0235
28. C -0.2827
29. C -0.0961
30. O 0.0686
31. C -0.5703
32. O 0.1620
33. O 0.0772
34. H 0.0443
35. H 0.1011
36. H 0.0863
37. H 0.1420
38. H 0.1094
39. H 0.0883
40. C -0.0297
41. C -0.2834
42. C -0.0876
43. O 0.0555
44. C -0.5746
45. O 0.1585
46. O 0.0888
47. H 0.0630
48. H 0.0932
49. H 0.0750
50. H 0.1452
51. H 0.1174
52. H 0.1297
53. C -0.2227
54. S 0.9404
55. O -0.5641
56. C -0.2132
57. H 0.0325
58. H 0.0554
59. H 0.0638
60. H 0.0366
61. H 0.0579
62. H 0.0686
63. C -0.2715
64. S 0.8230
65. O -0.5655
66. C -0.2432
67. H 0.0306
68. H 0.0535
69. H 0.0213
70. H 0.0544
71. H 0.0485
72. H 0.0336
73. C -0.2361
74. S 0.8350
75. O -0.5652
76. C -0.2510
77. H 0.0482
78. H 0.0597
79. H 0.0439
80. H 0.0486
81. H 0.0677
82. H 0.0136
83. C -0.2338
84. S 0.9542
85. O -0.5433
86. C -0.2358
87. H 0.0456
88. H 0.0570
89. H 0.0610
90. H 0.0674
91. H 0.0511
92. H 0.0618
93. C -0.2071
94. S 0.9403
95. O -0.5562
96. C -0.2287
97. H 0.0729
98. H 0.0657
99. H 0.0216